Density functional theory data (ωB97M-V/def2-TZVPD) for a structure of composition C24H22BrN5O4S2Tc in a non-equilibrium geometry.

Total charge: +2
Multiplicity: 4
E_tot, eV: -134775.6330
HOMO (spin up / spin down), eV: -13.07 / -13.07

```
59
C24H22BrN5O4S2Tc | the Open Molecules 2025 dataset | ωB97M-V/def2-TZVPD
Tc 0.089 -0.094 -0.084
C -2.075 0.412 -4.749
S -3.131 1.104 -3.447
C -2.175 0.537 -2.059
S -1.019 1.624 -1.395
N -2.447 -0.629 -1.574
N -1.703 -1.048 -0.510
C -2.396 -1.762 0.326
C -1.917 -2.378 1.543
C -2.758 -2.464 2.651
C -2.308 -3.009 3.837
C -1.010 -3.514 3.914
C -0.214 -3.457 2.800
N -0.678 -2.909 1.665
H -2.537 0.693 -5.691
H -2.036 -0.672 -4.662
H -1.078 0.843 -4.687
H -3.463 -1.830 0.136
H -3.757 -2.056 2.568
H -2.955 -3.048 4.703
H -0.630 -3.957 4.823
H 0.793 -3.847 2.749
O -2.358 0.679 3.717
C -1.622 1.775 4.048
C -2.135 2.613 5.036
C -1.435 3.732 5.438
C -0.215 4.040 4.852
C 0.313 3.205 3.883
C -0.371 2.069 3.467
C 0.268 1.058 2.532
O -0.646 0.463 1.650
N 1.375 1.633 1.750
N 1.662 0.910 0.636
C 2.886 0.774 0.194
C 3.198 0.087 -1.003
Br 1.694 -0.376 -2.117
C 4.438 -0.298 -1.417
C 5.572 -0.435 -0.544
C 5.398 -0.817 0.803
C 6.491 -0.997 1.624
C 7.775 -0.798 1.128
C 7.963 -0.459 -0.209
C 6.878 -0.294 -1.044
H -2.010 0.323 2.894
H -3.093 2.351 5.466
H -1.843 4.374 6.206
H 0.330 4.923 5.156
H 1.273 3.459 3.452
H 0.704 0.260 3.169
H 2.168 1.957 2.289
H 3.708 1.239 0.732
H 4.573 -0.553 -2.464
H 4.406 -1.051 1.167
H 6.351 -1.321 2.647
H 8.631 -0.931 1.775
H 8.963 -0.324 -0.597
H 7.024 -0.019 -2.081
O 0.976 -1.739 0.676
O 0.163 -2.908 0.583
```

Here are the Mulliken charges for atoms 1 to 4, given in e: Tc -0.08; C -0.75; S 0.02; C 0.47